Run a
Formula: C7H13N2OS
Source: the OMol25 dataset
Level of theory: ωB97M-V/def2-TZVPD

CARTESIAN COORDINATES (ANGSTROEM)
C  1.4636  -0.2335  1.2332
C  -0.6267  2.0092  -0.0625
C  0.3759  -0.1764  -0.9730
C  -0.6724  0.5144  -0.2403
C  -1.4174  2.5858  1.0657
C  2.6690  -1.0502  -0.7751
C  -2.3278  -1.6909  -0.8068
N  1.5773  -0.4283  -0.1280
N  0.4397  0.3426  1.7781
O  -0.0959  2.7896  -0.8646
S  -2.2628  -0.1053  0.0190
H  2.4470  -0.3920  1.7086
H  -0.0807  -1.0898  -1.4012
H  0.5341  0.5736  -1.7497
H  -2.0846  3.4690  1.0232
H  -0.6033  2.9345  1.7852
H  -1.7053  1.7727  1.6664
H  3.2310  -0.4151  -1.5277
H  3.5804  -1.3973  -0.0250
H  2.4760  -1.9186  -1.2744
H  -1.5397  -2.4479  -0.7007
H  -2.4035  -1.2542  -1.7681
H  -3.3447  -2.1370  -0.6197
H  0.5171  0.5951  2.7815

charge = +1
HOMO energy = -13.403 eV
HOMO-LUMO gap = 7.9 eV

=====

Run b
Formula: C7H13N2OS
Source: the OMol25 dataset
Level of theory: ωB97M-V/def2-TZVPD

CARTESIAN COORDINATES (ANGSTROEM)
C  0.6830  -3.5682  -1.1543
S  -0.8564  -2.5419  -1.2351
O  -0.6959  -1.6342  0.1800
C  -0.2132  -0.2672  0.2280
C  0.8986  -0.1654  -0.9914
N  1.2703  1.1645  -1.2500
C  0.3941  0.0109  1.5467
C  0.0160  1.2177  2.0492
C  -1.0322  1.7312  1.2843
N  -1.5659  2.9485  1.3294
C  -1.3732  0.7785  0.2200
H  1.5589  -2.9655  -1.1764
H  0.8001  -3.9962  -0.2258
H  0.5349  -4.0181  -2.0688
H  0.2208  -0.4079  -1.8545
H  1.6503  -0.9356  -0.8484
H  2.1482  1.6455  -0.9003
H  0.9615  1.6028  -2.1438
H  1.1290  -0.6431  2.0338
H  0.4764  1.5072  2.9168
H  -1.1963  3.6432  1.9724
H  -1.9394  3.5550  0.5376
H  -1.5887  1.0681  -0.7892
H  -2.2809  0.2702  0.3398

charge = +1
structure (SMILES) = CSO[C@]1(CN)C=CC(=[NH2+])C1
HOMO energy = -11.673 eV
HOMO-LUMO gap = 6.7 eV

=====

Result of the stability comparison: run b is the most stable of them.

=====

Run a
Formula: C12H36O6
Source: the OMol25 dataset
Level of theory: ωB97M-V/def2-TZVPD

CARTESIAN COORDINATES (ANGSTROEM)
C  -1.0535  2.2732  3.6045
C  0.4195  2.3860  3.8497
O  1.1086  2.6734  2.6228
H  -1.2611  1.4419  2.9230
H  -1.4525  3.1696  3.1262
H  -1.6759  2.1045  4.4890
H  0.8527  1.4613  4.2455
H  0.6620  3.2042  4.5272
H  1.1202  1.8522  2.1056
C  -0.0795  1.2263  -1.0004
C  0.2908  0.0100  -0.2028
O  0.9997  0.4165  0.9653
H  -0.6292  0.9340  -1.8960
H  0.8144  1.7572  -1.3326
H  -0.6459  1.9485  -0.4113
H  0.9385  -0.6239  -0.8255
H  -0.5733  -0.6076  0.0684
H  1.3937  -0.3701  1.3660
C  -2.6924  0.5708  -5.3223
C  -3.0424  1.9436  -4.8105
O  -2.5269  2.1331  -3.4806
H  -3.0652  -0.2077  -4.6505
H  -1.6243  0.3990  -5.4552
H  -3.1811  0.3166  -6.2707
H  -4.1281  2.0516  -4.7225
H  -2.6633  2.7458  -5.4367
H  -3.1427  1.7880  -2.8290
C  4.4244  1.0081  2.4415
C  4.4614  2.4966  2.1545
O  5.1665  3.2077  3.2059
H  4.0599  0.4291  1.5907
H  3.7700  0.7837  3.2924
H  5.3979  0.5852  2.7126
H  3.4441  2.8863  2.2134
H  4.8637  2.7061  1.1684
H  4.7977  2.8618  4.0234
C  2.1320  -4.2230  1.8855
C  1.7838  -2.9266  1.2077
O  2.6443  -1.8650  1.6745
H  1.9499  -4.1532  2.9590
H  3.1883  -4.4887  1.7606
H  1.5817  -5.0774  1.4887
H  0.7718  -2.6470  1.5021
H  1.8726  -2.9998  0.1246
H  3.4058  -2.2941  2.0795
C  -3.6946  -2.9043  -3.3980
C  -3.5773  -2.4204  -1.9484
O  -4.7487  -1.7449  -1.5077
H  -4.4404  -3.6987  -3.4658
H  -2.7144  -3.1563  -3.7936
H  -4.1074  -2.0728  -3.9737
H  -2.7815  -1.6742  -1.9223
H  -3.3406  -3.2416  -1.2671
H  -5.4736  -2.3742  -1.4549

charge = 0
structure (SMILES) = CCO.CCO.CCO.CCO.CCO.CCO
HOMO energy = -9.397 eV
HOMO-LUMO gap = 9.8 eV

=====

Run b
Formula: C12H36O6
Source: the OMol25 dataset
Level of theory: ωB97M-V/def2-TZVPD

CARTESIAN COORDINATES (ANGSTROEM)
C  -0.2302  0.2136  -0.6351
C  1.0400  -0.3473  -0.0589
O  0.7248  -1.4251  0.8082
H  -0.0477  1.0661  -1.2894
H  -0.9498  0.4782  0.1416
H  -0.7551  -0.5195  -1.2595
H  1.5439  0.4403  0.5118
H  1.7088  -0.6566  -0.8701
H  1.4763  -1.5990  1.3847
C  -1.1545  -3.1628  -3.4835
C  -0.5159  -3.5233  -2.1714
O  0.8554  -3.1038  -2.2227
H  -1.1928  -2.0886  -3.6403
H  -2.1290  -3.6398  -3.5871
H  -0.5397  -3.5841  -4.2873
H  -0.5979  -4.5919  -1.9574
H  -1.0047  -2.9927  -1.3439
H  1.3328  -3.5359  -1.5108
C  3.2785  1.7792  2.2399
C  3.2045  0.9459  3.4847
O  2.9099  1.8035  4.5873
H  2.3891  2.3856  2.0708
H  3.5446  1.2151  1.3466
H  4.0887  2.5150  2.3343
H  4.1439  0.4089  3.6458
H  2.4134  0.1884  3.3958
H  3.2902  1.4150  5.3787
C  -2.7744  2.6178  -3.9767
C  -2.6334  2.8151  -2.5064
O  -3.7837  3.4491  -1.9055
H  -1.8377  2.2167  -4.3666
H  -3.0601  3.5327  -4.4910
H  -3.5407  1.8710  -4.2123
H  -1.7925  3.5003  -2.2997
H  -2.3791  1.9090  -1.9508
H  -3.7482  3.1580  -0.9859
C  3.9575  -4.7069  0.6594
C  2.9774  -3.6999  1.2356
O  3.6003  -2.5869  1.8777
H  3.4008  -5.5522  0.2434
H  4.6294  -5.1427  1.4039
H  4.5724  -4.2657  -0.1237
H  2.2799  -4.1879  1.9197
H  2.4195  -3.2728  0.4014
H  3.6967  -2.7678  2.8163
C  -4.6000  4.1245  1.5060
C  -3.3115  3.3218  1.6105
O  -3.3414  2.1912  0.6989
H  -5.4960  3.5157  1.4865
H  -4.5618  4.6952  0.5689
H  -4.5571  4.9084  2.2655
H  -3.1651  2.9446  2.6216
H  -2.4842  3.9506  1.2872
H  -3.2946  1.3763  1.2034

charge = 0
structure (SMILES) = CCO.CCO.CCO.CCO.CCO.CCO
HOMO energy = -9.514 eV
HOMO-LUMO gap = 10.0 eV

=====

Result of the stability comparison: run a is the most stable of them.

=====

Run a
Formula: CH7N3
Source: the OMol25 dataset
Level of theory: ωB97M-V/def2-TZVPD

CARTESIAN COORDINATES (ANGSTROEM)
H  -1.9721  1.3658  0.0388
N  -0.9508  1.2224  0.2000
C  -0.2841  1.3044  -0.8977
N  1.0555  1.7036  -1.1598
H  -0.7517  1.2944  -1.9263
H  1.4599  1.2575  -1.9629
H  1.6563  1.9157  -0.4621
N  0.0286  -2.3414  1.4669
H  -0.2011  -2.8368  0.5549
H  -0.7989  -2.2006  2.1076
H  0.7585  -2.6849  2.0405

charge = 0
structure (SMILES) = [H]/N=C/N.N
HOMO energy = -9.238 eV
HOMO-LUMO gap = 10.3 eV

=====

Run b
Formula: CH7N3
Source: the OMol25 dataset
Level of theory: ωB97M-V/def2-TZVPD

CARTESIAN COORDINATES (ANGSTROEM)
H  2.7840  -0.6093  -0.3944
N  1.9560  -0.9816  -1.0108
N  1.0209  -0.1860  -0.9462
C  0.9815  0.9197  -0.0060
H  0.0810  0.8697  0.5125
H  1.7824  0.9331  0.7129
H  0.7373  1.8351  -0.5688
N  -2.1678  -0.5925  0.2200
H  -2.7044  -1.3594  -0.1664
H  -2.8096  0.1290  0.5555
H  -1.6611  -0.9578  1.0917

charge = 0
structure (SMILES) = [H]/N=N\C.N
HOMO energy = -8.897 eV
HOMO-LUMO gap = 9.9 eV

=====

Result of the stability comparison: run a is the most stable of them.

=====

Run a
Formula: C5H12NO
Source: the OMol25 dataset
Level of theory: ωB97M-V/def2-TZVPD

CARTESIAN COORDINATES (ANGSTROEM)
O  -4.3815  -0.3266  -1.4066
C  -3.5310  0.5754  -1.4573
C  -2.6342  1.0259  0.0906
C  -2.8585  0.1735  1.2421
C  -1.8546  -0.9686  1.3538
C  -1.8479  -1.6980  -0.0068
N  -3.7575  1.7207  -0.5858
H  -3.0170  0.6296  -2.3691
H  -1.8853  1.7434  0.3314
H  -4.1651  0.0418  0.9405
H  -3.4694  0.7867  2.0844
H  -0.7852  -0.5986  1.6475
H  -2.1834  -1.4964  2.3289
H  -2.8675  -1.7683  -0.4556
H  -1.5486  -2.7607  0.0719
H  -1.2772  -1.0786  -0.7072
H  -3.5440  2.6868  -0.6822
H  22.4786  0.9857  -1.1171
H  23.1296  0.3265  -1.3033

charge = +1
HOMO energy = -13.953 eV
HOMO-LUMO gap = 5.7 eV

=====

Run b
Formula: C5H12NO
Source: the OMol25 dataset
Level of theory: ωB97M-V/def2-TZVPD

CARTESIAN COORDINATES (ANGSTROEM)
C  -0.2517  -0.3521  -1.4516
C  0.9791  -0.2048  0.1246
C  1.7909  1.0694  -0.0209
C  -1.0951  -1.4884  0.4596
C  -1.2324  0.8208  0.4363
N  -0.4612  -0.3204  -0.0663
O  1.5787  -1.3226  0.2908
H  -0.4323  0.5608  -1.9226
H  -0.2668  -1.2252  -2.0780
H  1.2868  1.7143  -0.6563
H  2.8203  0.8050  -0.4522
H  2.1468  1.6256  0.8524
H  -2.1291  -1.6511  0.0194
H  -0.5609  -2.4318  0.2698
H  -1.1021  -1.3758  1.5174
H  -1.9433  1.1856  -0.3439
H  -1.8612  0.4527  1.2067
H  -0.5665  1.7376  0.6520
H  2.3325  -1.5158  -0.3828

charge = +1
HOMO energy = -13.031 eV
HOMO-LUMO gap = 9.1 eV

=====

Result of the stability comparison: run b is the most stable of them.

=====

Run a
Formula: C8H12N3
Source: the OMol25 dataset
Level of theory: ωB97M-V/def2-TZVPD

CARTESIAN COORDINATES (ANGSTROEM)
N  -0.3879  0.7928  -3.3964
C  0.2635  0.9283  -2.4691
C  1.0607  0.9826  -1.2785
N  1.4136  2.3013  -0.7682
C  0.2814  0.2150  -0.2319
C  -1.0678  0.6584  0.2771
N  -1.3572  -0.5986  1.1139
C  -1.1605  -1.7091  0.1490
C  0.2276  -1.3580  -0.2994
C  0.8513  -0.6494  0.8273
C  -0.1326  -0.6614  1.9476
H  1.8908  0.3371  -1.3954
H  2.2405  2.2616  -0.2112
H  1.5255  3.0308  -1.4783
H  -1.0562  1.5230  1.0248
H  -1.6734  0.8342  -0.5500
H  -2.2810  -0.5852  1.5995
H  -1.9569  -1.6318  -0.5196
H  -0.9747  -2.6206  0.4958
H  0.7268  -1.9114  -1.0455
H  1.8784  -0.8142  1.0133
H  -0.1940  -1.6066  2.5935
H  -0.1176  0.2814  2.6017

charge = +1
structure (SMILES) = N#C[C@@H](N)[C@@]12C[N@H+]3C[C@@H]1[C@@H]2C3
HOMO energy = -13.522 eV
HOMO-LUMO gap = 10.4 eV

=====

Run b
Formula: C8H12N3
Source: the OMol25 dataset
Level of theory: ωB97M-V/def2-TZVPD

CARTESIAN COORDINATES (ANGSTROEM)
C  -2.2493  -1.5397  0.2098
C  -2.4481  0.6860  -0.5177
C  -0.0091  -0.5473  0.7981
C  -1.0298  1.1186  -0.5457
C  2.5643  -0.8557  0.1688
C  1.8672  -0.3248  -1.1090
C  1.0422  1.2269  0.8560
C  1.2801  -0.1765  0.2766
N  -2.9011  -0.4726  -0.2413
N  -0.8437  -1.5363  0.3139
N  -0.3947  0.8304  0.8040
H  -3.0619  -2.2706  0.3878
H  -0.3692  0.6723  -1.2810
H  -1.0027  2.1842  -0.6440
H  2.6449  -1.8582  0.3833
H  3.3322  -0.1697  0.5038
H  2.2151  0.5371  -1.6178
H  1.3510  -1.0893  -1.6609
H  1.3012  1.2903  1.8529
H  1.2852  2.0721  0.2233
H  -0.2888  -2.3618  0.0257
H  -0.9967  1.1805  1.5672
H  -3.2884  1.4041  -0.7538

charge = +1
HOMO energy (alpha / beta) = -11.969 / -11.934 eV
HOMO-LUMO gap (alpha / beta) = 7.5 / 7.6 eV

=====

Result of the stability comparison: run a is the most stable of them.